Entry 1:
# C5H13NO

A cluster of 2 separate species, C5H13NO in total in a non-equilibrium geometry (ωB97M-V with the def2-TZVPD basis set, the OMol25 dataset).

## Properties
* 2S+1: 2
* total charge: +1
* HOMO energy (alpha / beta): -0.537 / -0.537 Eh
* HOMO-LUMO gap (alpha / beta): 0.36676 / 0.18624 hartree
* largest force on an atom: 6.076 eV/Å

Geometry as XYZ:
```
20
C5H13NO | the OMol25 dataset | ωB97M-V with the def2-TZVPD basis set
C -2.550 0.097 -0.305
C -2.471 -0.011 -1.838
H -1.827 0.772 0.164
H -3.529 0.457 -0.106
H -2.363 -0.857 0.195
H -2.773 0.956 -2.253
H -1.479 -0.254 -2.187
H -3.268 -0.665 -2.191
C 1.260 -0.528 0.818
C 0.825 0.149 2.116
C 2.120 0.417 0.020
O 2.313 1.602 0.222
N 2.992 -0.175 -0.904
H 1.885 -1.353 1.156
H 0.423 -0.878 0.213
H 1.465 0.923 2.536
H 0.531 -0.559 2.890
H 3.778 0.358 -1.288
H 2.791 -1.131 -1.206
H -0.122 0.681 1.950
```



Entry 2:
# C4H6N4

An isolated molecule of C4H6N4 in a non-equilibrium geometry (ωB97M-V with the def2-TZVPD basis set, the OMol25 dataset).

## Properties
* HOMO energy: -0.321 Eh
* HOMO-LUMO gap: 0.35460 hartree
* largest force on an atom: 2.087 eV/Å

Geometry as XYZ:
```
14
C4H6N4 | the OMol25 dataset | ωB97M-V with the def2-TZVPD basis set
H -1.354 -1.209 0.987
N -2.302 -0.931 0.708
C -2.304 0.107 -0.006
N -1.218 0.804 -0.553
C 0.072 0.336 -0.314
C 1.103 1.086 0.322
N 2.213 0.349 0.511
N 1.935 -0.813 -0.077
C 0.703 -0.845 -0.637
H -3.290 0.567 -0.279
H -1.304 1.809 -0.448
H 1.148 2.120 0.670
H 2.629 -1.563 -0.041
H 0.340 -1.682 -1.201
```